Entry 1:
Molecular formula: C19H43OP3ReS
Method: DFT, the ωB97M-V functional and the def2-TZVPD basis

Output
2S+1 ... 4
Frontier orbital gap (alpha / beta) ... 5.263 / 5.079 eV
Charge ... +4
Calculated total energy ... -2323.72029 Eh

Atoms and positions in Å:
Re1 -0.09 0.20 0.13
P1 1.30 0.75 1.89
P2 -0.90 2.22 -0.43
P3 1.80 -0.34 -0.88
H1 -1.00 -3.75 1.66
C1 0.08 -3.56 1.47
C2 0.89 -3.32 2.53
H2 0.48 -2.91 3.45
C3 0.77 0.82 3.63
C4 2.14 2.43 1.86
C5 2.99 0.02 2.33
C6 -2.58 1.85 -0.96
C7 -0.99 3.68 0.65
C8 0.01 2.84 -1.94
C9 2.75 -1.84 -0.54
C10 3.16 0.86 -1.06
C11 1.48 -0.56 -2.62
H3 0.44 -3.54 0.44
H4 1.97 -3.29 2.49
H5 0.33 -0.15 3.97
H6 0.07 1.66 3.79
H7 1.74 0.99 4.15
H8 1.41 3.25 1.89
H9 2.78 2.51 0.96
H10 2.74 2.36 2.77
H11 2.86 -1.02 2.68
H12 3.25 0.72 3.15
H13 3.70 0.13 1.48
H14 -2.64 1.90 -2.04
H15 -3.18 2.65 -0.54
H16 -2.89 0.87 -0.58
H17 -0.67 4.58 0.11
H18 -0.38 3.59 1.56
H19 -2.06 3.82 0.89
H20 -0.48 3.76 -2.27
H21 -0.06 2.12 -2.77
H22 1.06 3.10 -1.74
H23 3.32 -2.00 -1.48
H24 2.05 -2.69 -0.37
H25 3.41 -1.70 0.33
H26 3.73 0.53 -1.93
H27 3.85 0.88 -0.21
H28 2.84 1.90 -1.27
H29 2.43 -0.90 -3.05
H30 1.14 0.34 -3.13
H31 0.76 -1.36 -2.78
C12 -1.59 -1.78 -2.36
C13 -2.77 -1.02 -2.92
C14 -3.19 -1.24 -4.22
C15 -2.55 -2.20 -5.01
C16 -1.62 -3.06 -4.44
C17 -1.11 -2.82 -3.17
O1 -1.04 -1.56 -1.19
H32 -0.60 0.56 -1.27
H33 -3.31 -0.37 -2.19
H34 -4.04 -0.65 -4.53
H35 -2.82 -2.31 -6.03
H36 -1.23 -3.91 -4.97
H37 -0.40 -3.47 -2.67
C18 -2.25 1.22 2.94
S1 -1.82 -0.15 1.78
C19 -2.05 -1.36 3.07
H38 -1.74 2.21 2.81
H39 -2.03 0.77 3.96
H40 -3.34 1.29 2.81
H41 -3.06 -1.01 3.41
H42 -2.04 -2.39 2.68
H43 -1.28 -1.19 3.86

=====

Entry 2:
Molecular formula: C16H18BrCuNSeSi
Method: DFT, the ωB97M-V functional and the def2-TZVPD basis

Output
2S+1 ... 1
Frontier orbital gap ... 6.182 eV
Charge ... -1
Calculated total energy ... -7580.73217 Eh

Atoms and positions in Å:
Cu1 0.46 0.31 -1.36
Br1 1.50 -0.50 5.31
C1 1.38 -0.25 3.44
C2 1.18 1.01 2.92
C3 1.10 1.13 1.54
N1 1.21 0.10 0.71
C4 1.40 -1.10 1.23
C5 1.50 -1.34 2.59
H1 1.08 1.88 3.56
H2 0.94 2.10 1.09
H3 1.50 -1.92 0.52
H4 1.66 -2.34 2.97
Se1 2.31 0.39 -2.84
C6 3.73 0.18 -1.58
C7 4.57 -0.94 -1.62
C8 5.59 -1.11 -0.69
C9 5.80 -0.17 0.31
C10 4.98 0.95 0.36
C11 3.97 1.12 -0.57
H5 4.41 -1.68 -2.39
H6 6.22 -1.99 -0.75
H7 6.59 -0.31 1.04
H8 5.13 1.70 1.12
H9 3.34 2.00 -0.54
C12 -5.28 0.78 -2.66
Si1 -4.47 0.07 -1.12
C13 -5.05 -1.72 -0.91
C14 -5.12 1.03 0.37
C15 -2.67 0.16 -1.23
C16 -1.44 0.23 -1.32
H10 -6.38 0.75 -2.60
H11 -4.98 0.22 -3.55
H12 -4.98 1.82 -2.80
H13 -6.13 -1.77 -0.76
H14 -4.56 -2.17 -0.04
H15 -4.79 -2.32 -1.78
H16 -6.20 0.93 0.47
H17 -4.88 2.10 0.28
H18 -4.65 0.67 1.29

=====

Entry 3:
Molecular formula: C22H25N3O2S
Method: DFT, the ωB97M-V functional and the def2-TZVPD basis

Output
2S+1 ... 1
Frontier orbital gap ... 8.958 eV
SMILES string ... Cc1cccc(Oc2nc(CN3CCOCC3)nc3sc4c(c23)CCCC4)c1
Charge ... 0
Calculated total energy ... -1566.28992 Eh

Atoms and positions in Å:
C1 3.01 -3.36 1.29
C2 1.89 -2.56 1.89
C3 1.12 -3.07 2.93
C4 0.10 -2.33 3.49
C5 -0.19 -1.06 3.00
C6 0.57 -0.55 1.95
O1 0.26 0.73 1.52
C7 0.12 0.97 0.21
N1 0.21 -0.01 -0.66
C8 0.01 0.23 -1.95
C9 0.12 -0.91 -2.93
N2 -0.66 -2.07 -2.54
C10 -0.01 -2.86 -1.51
C11 -0.94 -3.99 -1.08
O2 -1.30 -4.81 -2.17
C12 -1.90 -4.05 -3.18
C13 -0.98 -2.92 -3.67
N3 -0.27 1.42 -2.46
C14 -0.34 2.42 -1.60
S1 -0.67 4.06 -2.04
C15 -0.57 4.55 -0.36
C16 -0.31 3.52 0.48
C17 -0.16 2.29 -0.21
C18 -0.17 3.71 1.96
C19 -0.76 5.06 2.38
C20 -0.25 6.17 1.47
C21 -0.78 5.97 0.04
C22 1.61 -1.29 1.41
H1 3.14 -3.11 0.24
H2 3.94 -3.14 1.82
H3 2.82 -4.43 1.38
H4 1.33 -4.06 3.31
H5 -0.48 -2.73 4.30
H6 -0.99 -0.47 3.42
H7 -0.25 -0.53 -3.88
H8 1.19 -1.16 -3.05
H9 0.21 -2.22 -0.66
H10 0.93 -3.30 -1.89
H11 -0.46 -4.63 -0.35
H12 -1.85 -3.55 -0.64
H13 -2.12 -4.74 -4.00
H14 -2.83 -3.60 -2.81
H15 -1.50 -2.34 -4.43
H16 -0.07 -3.37 -4.12
H17 -0.68 2.90 2.48
H18 0.89 3.67 2.23
H19 -0.48 5.27 3.42
H20 -1.85 5.02 2.32
H21 -0.57 7.15 1.84
H22 0.84 6.16 1.45
H23 -0.27 6.64 -0.66
H24 -1.85 6.20 0.01
H25 2.20 -0.87 0.61

=====

Entry 4:
Molecular formula: C3H5NO4
Method: DFT, the ωB97M-V functional and the def2-TZVPD basis

Output
2S+1 ... 1
Frontier orbital gap ... 9.676 eV
SMILES string ... O=C[C@H](O)NC(=O)O
Charge ... 0
Calculated total energy ... -473.01889 Eh

Atoms and positions in Å:
O1 -2.37 0.55 0.79
C1 -1.31 1.03 0.51
C2 0.12 0.29 0.80
O2 1.09 1.17 1.31
N1 0.25 0.18 -0.63
C3 0.43 -1.00 -1.33
O3 0.79 -1.03 -2.47
O4 0.27 -2.09 -0.56
H1 -1.17 2.09 0.23
H2 -0.11 -0.65 1.29
H3 0.91 1.35 2.24
H4 0.61 0.99 -1.11
H5 0.48 -2.87 -1.08

=====

Entry 5:
Molecular formula: C39H36Cl2N7O6STc
Method: DFT, the ωB97M-V functional and the def2-TZVPD basis

Output
2S+1 ... 4
Frontier orbital gap (alpha / beta) ... 6.878 / 6.881 eV
Charge ... +1
Calculated total energy ... -3741.60951 Eh

Atoms and positions in Å:
Tc1 -0.38 -0.65 -1.14
Cl1 -0.21 -7.57 -3.33
C1 -0.41 -5.88 -3.05
C2 -1.48 -5.22 -3.65
C3 -1.66 -3.87 -3.44
Cl2 -3.00 -3.07 -4.18
C4 -0.78 -3.13 -2.63
O1 -1.02 -1.84 -2.51
C5 0.29 -3.82 -2.04
C6 1.24 -3.14 -1.20
O2 1.15 -1.96 -0.84
C7 0.48 -5.19 -2.26
H1 -2.18 -5.76 -4.27
H2 2.11 -3.70 -0.85
H3 1.31 -5.70 -1.80
N1 -5.19 -0.67 5.79
C8 -4.38 -1.09 4.77
C9 -4.90 -1.88 3.73
C10 -4.09 -2.27 2.68
C11 -2.75 -1.89 2.65
C12 -2.22 -1.13 3.69
C13 -3.03 -0.73 4.73
S1 -1.72 -2.44 1.36
O3 -0.35 -2.40 1.79
O4 -2.28 -3.64 0.80
N2 -1.76 -1.26 0.21
C14 -2.86 -0.68 -0.37
N3 -2.40 0.12 -1.36
C15 -3.27 0.75 -2.13
C16 -4.62 0.64 -1.87
C17 -5.00 -0.19 -0.81
N4 -4.13 -0.86 -0.06
H4 -6.06 -1.15 5.92
H5 -4.75 -0.35 6.64
H6 -5.93 -2.18 3.75
H7 -4.48 -2.88 1.89
H8 -1.17 -0.88 3.69
H9 -2.61 -0.14 5.54
H10 -2.87 1.35 -2.94
H11 -5.36 1.14 -2.47
H12 -6.04 -0.32 -0.57
C18 2.93 4.63 -1.30
N5 3.17 3.23 -1.70
N6 2.30 2.25 -1.18
C19 1.86 1.46 -2.25
O5 1.01 0.55 -2.21
C20 2.57 1.90 -3.40
C21 3.30 2.98 -3.05
C22 4.11 3.88 -3.91
C23 2.35 1.97 0.21
C24 3.00 2.81 1.09
C25 2.86 2.64 2.47
C26 1.91 1.72 2.98
C27 1.36 0.80 2.16
C28 1.87 0.66 0.76
H13 2.12 4.65 -0.58
H14 2.64 5.23 -2.16
H15 3.82 5.06 -0.84
H16 2.48 1.45 -4.38
H17 4.35 3.38 -4.84
H18 5.04 4.16 -3.41
H19 3.56 4.79 -4.14
H20 3.63 3.61 0.74
H21 3.40 3.30 3.14
H22 1.63 1.77 4.03
H23 0.63 0.08 2.50
H24 1.02 0.28 0.16
N7 6.75 -4.23 0.37
C29 5.96 -3.39 0.45
C30 4.97 -2.36 0.54
C31 4.19 -2.24 1.69
C32 3.22 -1.25 1.75
C33 3.00 -0.39 0.69
C34 3.80 -0.52 -0.45
C35 4.77 -1.49 -0.53
H25 4.34 -2.91 2.52
H26 2.61 -1.18 2.65
H27 3.67 0.13 -1.30
H28 5.39 -1.58 -1.41
C36 -2.74 2.88 0.69
C37 -2.11 3.72 -0.44
C38 -0.77 3.02 -0.74
O6 -0.78 1.80 0.00
C39 -1.58 2.03 1.17
H29 -3.54 2.25 0.30
H30 -3.16 3.50 1.48
H31 -1.95 4.75 -0.13
H32 -2.76 3.75 -1.32
H33 0.07 3.64 -0.41
H34 -0.63 2.77 -1.79
H35 -0.98 2.54 1.93
H36 -1.87 1.05 1.56

=====

Entry 6:
Molecular formula: C34H56P
Method: DFT, the ωB97M-V functional and the def2-TZVPD basis

Output
2S+1 ... 1
Frontier orbital gap ... 4.840 eV
Charge ... +1
Calculated total energy ... -1670.23223 Eh

Atoms and positions in Å:
C1 -1.14 -6.04 2.55
C2 -0.52 -5.03 1.58
C3 -0.99 -3.58 1.72
C4 -0.32 -2.63 0.71
P1 1.52 -2.68 0.77
C5 2.02 -1.58 -0.63
C6 2.88 -2.29 -1.69
C7 4.14 -2.97 -1.14
C8 5.00 -3.67 -2.19
C9 1.75 -1.55 2.24
C10 3.22 -1.45 2.66
C11 3.53 -0.49 3.84
C12 3.22 0.99 3.59
H1 -0.83 -7.04 2.28
H2 -0.83 -5.86 3.59
H3 -2.24 -6.02 2.52
H4 0.57 -5.06 1.71
H5 -0.70 -5.37 0.56
H6 -2.08 -3.52 1.57
H7 -0.81 -3.22 2.75
H8 -0.62 -2.88 -0.32
H9 -0.63 -1.58 0.89
H10 1.09 -1.20 -1.08
H11 2.55 -0.70 -0.22
H12 2.27 -3.03 -2.21
H13 3.18 -1.54 -2.45
H14 4.76 -2.22 -0.62
H15 3.84 -3.69 -0.37
H16 5.93 -4.02 -1.74
H17 4.48 -4.54 -2.62
H18 5.27 -3.01 -3.02
H19 1.30 -0.58 2.00
H20 1.15 -2.00 3.05
H21 3.55 -2.45 2.97
H22 3.83 -1.15 1.80
H23 3.00 -0.82 4.74
H24 4.60 -0.59 4.05
H25 3.58 1.59 4.43
H26 3.72 1.36 2.68
H27 2.15 1.18 3.49
C13 2.77 3.98 -3.76
C14 1.71 3.98 -2.70
C15 1.84 3.13 -1.60
C16 0.90 3.11 -0.57
C17 1.21 2.20 0.59
C18 -0.26 3.90 -0.66
C19 -1.35 3.85 0.40
C20 -0.93 4.56 1.69
C21 -1.92 2.42 0.68
C22 -2.10 1.60 -0.52
C23 -2.98 0.51 -0.67
C24 -3.58 0.24 -1.96
C25 -3.56 1.25 -3.07
C26 -4.23 -0.96 -2.18
C27 -4.40 -1.91 -1.16
C28 -5.09 -3.19 -1.49
C29 -3.94 -1.60 0.12
C30 -3.29 -0.41 0.40
C31 -2.87 -0.16 1.82
C32 -0.37 4.79 -1.75
C33 -1.53 5.75 -1.87
C34 0.60 4.82 -2.75
H28 2.55 4.70 -4.56
H29 3.76 4.22 -3.33
H30 2.86 2.98 -4.20
H31 2.72 2.47 -1.53
H32 0.80 2.56 1.54
H33 0.82 1.18 0.42
H34 2.29 2.14 0.72
H35 -2.20 4.43 0.02
H36 -0.60 5.59 1.46
H37 -1.76 4.65 2.40
H38 -0.10 4.06 2.21
H39 -1.24 1.89 1.37
H40 -2.86 2.57 1.24
H41 -1.54 1.93 -1.42
H42 -4.06 0.84 -3.96
H43 -4.09 2.18 -2.80
H44 -2.54 1.54 -3.35
H45 -4.64 -1.16 -3.17
H46 -5.11 -3.87 -0.63
H47 -6.12 -3.00 -1.81
H48 -4.59 -3.71 -2.32
H49 -4.10 -2.32 0.93
H50 -3.30 -0.94 2.47
H51 -1.78 -0.21 1.94
H52 -3.21 0.80 2.22
H53 -1.39 6.38 -2.76
H54 -2.50 5.25 -1.98
H55 -1.60 6.43 -1.01
H56 0.47 5.52 -3.59

=====

no.,M (g/mol)
1,598.7
2,474.8
3,395.5
4,119.1
5,899.7
6,495.8